C4H3BF8 | wB97M-V/def2-TZVPD

## Properties
HOMO-LUMO gap (eV): 6.58
Energy relative to the best compared isomer or geometry (same formula, charge and spin) (kJ/mol): 454.6
Multiplicity: 1
M (g mol⁻¹): 213.86
F_max (eV/A): 4.99
LUMO energy (eV): -1.76
HOMO level (eV): -8.3

Each atom is followed by the atoms it is bonded to, with distances in Å.
CARTESIAN COORDINATES (ANGSTROEM)
1 B 0.6541 0.4771 -0.9034  C2 1.539, C4 1.633
2 C -0.5190 0.2983 -1.8840  B1 1.539, H14 1.021, H15 1.145, H16 1.046
3 C -0.4317 -0.3168 2.0510  C5 1.460, F6 1.327, F7 1.381
4 C 2.2220 0.9316 -0.9407  B1 1.633, F8 1.394, F9 1.367, F10 1.364
5 C -1.5688 -1.0793 1.5428  C3 1.460, F11 1.367, F12 1.360, F13 1.376
6 F 0.4324 -1.0509 2.7394  C3 1.327
7 F -0.8644 0.8420 2.6649  C3 1.381
8 F 2.9722 -0.2065 -1.2335  C4 1.394
9 F 2.5088 1.7107 -2.0271  C4 1.367
10 F 2.8999 1.4666 0.1151  C4 1.364
11 F -1.1894 -2.0055 0.6120  C5 1.367
12 F -2.4706 -0.2783 0.9146  C5 1.360
13 F -2.3431 -1.7275 2.4770  C5 1.376
14 H -0.9273 -0.6187 -1.6991  C2 1.021
15 H -0.0507 0.6713 -2.8597  C2 1.145
16 H -1.3246 0.8860 -1.5693  C2 1.046

Mulliken population analysis, charges in e, atoms 1 to 6:
1 B 0.03
2 C -0.88
3 C 0.10
4 C 0.70
5 C 0.82
6 F -0.21